DFT (wB97M-V/def2-TZVPD) results for C11H27CrN5O10S as an isolated structure.

Values from the calculation:
- max |F| (eV/A) = 4.1
- total charge = 0
- spin multiplicity = 9
- HOMO-LUMO gap (spin up / spin down) (eV) = 4.54 / 6.22
- expectation value of S² = 20.0249
- E_HOMO (spin up / spin down) (eV) = -4.1481 / -8.9037

Geometry as XYZ:
```
55
Properties=species:S:1:pos:R:3:lowdin_charge:R:1
Cr -29.4125 11.4179 10.0029 0.769
N -27.0811 11.2407 12.2943 -0.581
O -28.1089 11.7589 11.6778 -0.159
O -26.4122 11.8885 13.1995 0.045
O -26.9270 9.9297 12.3382 -0.002
N -31.8216 10.9346 8.0003 -0.520
O -32.8022 11.2598 8.7030 -0.018
O -31.8994 10.0857 7.1092 0.029
O -30.6873 11.4861 8.2661 -0.155
C -29.5723 7.7845 11.6518 0.026
C -30.6727 8.5245 10.9299 -0.493
O -30.5749 9.7279 10.7030 -0.005
N -31.7689 7.8149 10.6382 0.034
C -32.9898 8.4054 10.1384 -0.054
H -29.1252 8.4592 12.3799 0.084
H -28.7756 7.4822 10.9670 0.086
H -29.9201 6.8758 12.1408 0.079
H -31.7423 6.8191 10.7433 0.135
H -33.8353 7.7384 10.2746 0.087
H -32.8684 8.6649 9.0836 0.071
H -33.2514 9.3532 10.6073 0.089
C -30.9653 15.2412 11.4259 0.011
C -31.2499 14.0173 10.6322 -0.418
O -30.5971 12.9371 10.8472 -0.081
N -32.3745 13.8936 9.8247 0.034
C -33.4841 14.8046 9.8785 -0.075
H -31.1316 16.1709 10.8829 0.086
H -29.9278 15.2048 11.7510 0.099
H -31.5886 15.2385 12.3289 0.106
H -32.4852 12.9198 9.5057 0.098
H -33.5376 15.3889 8.9510 0.084
H -33.3839 15.5399 10.6712 0.074
H -34.4182 14.2553 9.9737 0.091
C -28.0129 8.5345 7.6551 0.041
C -27.2536 9.4942 8.5667 -0.484
O -27.8676 10.3304 9.2418 -0.056
N -25.9256 9.4395 8.5999 0.041
C -25.1083 10.4235 9.3485 -0.010
H -28.0116 7.5740 8.1847 0.091
H -27.5640 8.4176 6.6752 0.084
H -29.0433 8.8762 7.6572 0.081
H -25.4640 8.9876 7.8286 0.137
H -25.4247 11.4164 9.0274 0.087
H -24.0634 10.2281 9.1602 0.085
H -25.3772 10.3140 10.3986 0.076
C -29.8989 14.5471 7.5015 -0.247
S -28.2117 14.0242 7.9219 0.834
O -28.3116 13.1832 9.2043 -0.434
C -27.9490 12.8489 6.5822 -0.259
H -29.8585 14.8971 6.4711 0.049
H -30.2064 15.3592 8.1573 0.045
H -30.6006 13.7188 7.6117 0.035
H -28.8276 12.2040 6.5292 0.052
H -27.0296 12.2718 6.6874 0.044
H -27.8482 13.3654 5.6215 0.052
```

***

DFT (wB97M-V/def2-TZVPD) results for C11H27CuF6GeNO4S2Si3 as an isolated structure.

Values from the calculation:
- max |F| (eV/A) = 1.2
- total charge = 0
- spin multiplicity = 2
- HOMO-LUMO gap (spin up / spin down) (eV) = 8.92 / 6.60
- expectation value of S² = 0.7556
- E_HOMO (spin up / spin down) (eV) = -8.6319 / -8.9916

Geometry as XYZ:
```
56
Properties=species:S:1:pos:R:3:lowdin_charge:R:1
Cu -0.3002 -0.1159 -0.2986 0.191
F -1.6002 -2.5527 -4.0686 0.168
C -1.9641 -2.2141 -2.8418 -0.674
F -2.2937 -0.9197 -2.8107 0.094
F -3.0140 -2.9369 -2.4795 0.165
S -0.5847 -2.4826 -1.6369 0.627
O -1.1094 -1.9232 -0.3883 -0.323
O -0.2878 -3.8712 -1.6356 -0.225
N 0.4914 -1.5601 -2.3297 -0.281
S 1.8647 -1.1164 -1.7004 0.620
O 2.7743 -0.6606 -2.6887 -0.229
O 1.6704 -0.2475 -0.5360 -0.335
C 2.6234 -2.6268 -0.9207 -0.674
F 1.8675 -2.9780 0.1253 0.137
F 3.8401 -2.3231 -0.4859 0.162
F 2.7056 -3.6249 -1.7815 0.169
C -1.1850 5.3685 -0.1087 -0.205
Si -0.4195 3.6887 0.3394 0.352
C -0.7509 3.4159 2.1876 -0.221
C 1.4610 3.8661 0.1960 -0.215
Ge -1.2761 1.8817 -1.0452 0.694
Si -3.6514 1.7048 -0.5072 0.362
C -4.4991 3.3129 -1.0518 -0.209
C -4.5895 0.2536 -1.2717 -0.221
C -3.8249 1.5193 1.3698 -0.217
Si -0.5690 2.4137 -3.3161 0.363
C 1.2973 2.6971 -3.2863 -0.202
C -0.8884 1.1128 -4.6449 -0.216
C -1.4521 4.0142 -3.8299 -0.209
H -0.7689 6.1484 0.5323 0.035
H -2.2682 5.3663 0.0267 0.010
H -0.9789 5.6415 -1.1452 0.008
H -0.2424 4.1806 2.7780 0.031
H -0.3769 2.4405 2.5084 0.026
H -1.8128 3.4633 2.4305 0.003
H 1.8397 4.5596 0.9494 0.032
H 1.7647 4.2422 -0.7812 0.005
H 1.9494 2.9004 0.3479 0.028
H -4.3186 3.5173 -2.1091 0.014
H -4.1234 4.1617 -0.4777 0.009
H -5.5783 3.2505 -0.8988 0.033
H -4.5986 0.2981 -2.3615 0.026
H -5.6245 0.2542 -0.9237 0.035
H -4.1394 -0.6954 -0.9747 0.017
H -3.5434 2.4349 1.8903 0.004
H -3.1803 0.7155 1.7336 0.027
H -4.8523 1.2786 1.6492 0.033
H 1.7991 1.8321 -2.8514 0.010
H 1.5708 3.5756 -2.7021 0.006
H 1.6924 2.8296 -4.2956 0.040
H -0.3440 0.1993 -4.4044 0.009
H -0.5250 1.4707 -5.6107 0.037
H -1.9451 0.8685 -4.7550 0.024
H -1.1439 4.8492 -3.1982 0.006
H -2.5361 3.9124 -3.7442 0.014
H -1.2191 4.2696 -4.8654 0.033
```

***

DFT (wB97M-V/def2-TZVPD) results for C11H27FeN5S as an isolated structure.

Values from the calculation:
- max |F| (eV/A) = 2.3
- total charge = +3
- spin multiplicity = 6
- HOMO-LUMO gap (spin up / spin down) (eV) = 8.62 / 5.17
- expectation value of S² = 8.7727
- E_HOMO (spin up / spin down) (eV) = -18.9115 / -18.7704

Geometry as XYZ:
```
45
Properties=species:S:1:pos:R:3:lowdin_charge:R:1
Fe -0.3896 0.1034 0.3809 0.849
C 1.0680 -0.7110 -2.3573 -0.145
C 0.9203 -1.9602 -1.4807 -0.158
N 1.0656 -1.6258 -0.0557 -0.099
C 2.4154 -1.1732 0.3300 -0.149
C 2.3770 0.0962 1.1930 -0.169
N 1.6219 1.1930 0.5753 -0.098
C 2.0845 1.6850 -0.7295 -0.145
C 0.9361 1.6953 -1.7514 -0.164
N 0.2480 0.3980 -1.8317 -0.093
H 2.1096 -0.3954 -2.3951 0.121
H 0.7714 -0.9746 -3.3770 0.153
H -0.0689 -2.4016 -1.6247 0.135
H 1.6645 -2.7036 -1.7990 0.154
H 0.8151 -2.4486 0.4900 0.144
H 2.9317 -1.9434 0.9096 0.153
H 3.0022 -1.0032 -0.5710 0.122
H 1.8988 -0.1280 2.1551 0.132
H 3.4148 0.3842 1.4069 0.154
H 1.5631 1.9677 1.2365 0.148
H 2.4621 2.7090 -0.6570 0.153
H 2.9048 1.0633 -1.0827 0.123
H 0.1926 2.4447 -1.4599 0.133
H 1.3431 1.9975 -2.7264 0.153
H -0.5740 0.5096 -2.4235 0.143
C -6.2222 1.2225 1.8006 0.005
N -5.1162 0.4879 1.2388 -0.175
C -5.1385 0.3743 -0.1965 -0.044
C -4.0629 0.0981 1.9571 -0.556
S -2.5219 -0.0938 1.1402 0.880
N -4.1277 -0.1681 3.2651 -0.179
C -5.2960 -0.7190 3.9049 0.002
C -2.9667 -0.0838 4.1138 -0.043
H -6.3631 2.1339 1.2132 0.125
H -6.0506 1.5072 2.8349 0.107
H -7.1582 0.6624 1.7254 0.127
H -6.1717 0.2792 -0.5296 0.123
H -4.5779 -0.4980 -0.5326 0.083
H -4.7287 1.2708 -0.6721 0.114
H -6.0805 -0.9729 3.1972 0.108
H -5.6915 -0.0404 4.6663 0.126
H -5.0021 -1.6309 4.4330 0.126
H -2.2901 0.7006 3.7749 0.084
H -2.4269 -1.0339 4.1590 0.113
H -3.2941 0.1456 5.1282 0.122
```

***

DFT (wB97M-V/def2-TZVPD) results for a 8-piece molecular cluster, C11H27N7O16 overall.

Values from the calculation:
- max |F| (eV/A) = 3.5
- total charge = 0
- spin multiplicity = 1
- ΔE to the lowest compared entry with this formula, charge and spin (kJ/mol) = 0.0
- HOMO-LUMO gap (eV) = 9.23
- E_HOMO (eV) = -9.7841

Geometry as XYZ:
```
61
Properties=species:S:1:pos:R:3:lowdin_charge:R:1
O -0.8138 -6.2164 -0.2326 0.077
C -1.0683 -5.0397 0.0665 -0.426
O -0.8349 -3.9817 -0.7710 0.018
C -1.5401 -2.8574 -0.3772 -0.187
C -1.8120 -3.0868 1.1105 -0.147
C -1.8156 -4.5735 1.2908 -0.083
H -2.4711 -2.8979 -0.9426 0.128
H -1.0013 -1.9364 -0.5997 0.099
H -2.7734 -2.6507 1.3820 0.123
H -0.9662 -2.6816 1.6661 0.077
H -2.7187 -5.1822 1.2463 0.133
H -1.2982 -4.8926 2.1955 0.126
C -2.8635 3.0697 2.1088 0.033
N -3.0845 4.4410 1.5908 -0.420
O -3.4864 4.5965 0.4121 0.016
O -2.8492 5.3769 2.3341 0.068
H -1.8222 2.7933 1.9438 0.077
H -3.5638 2.3809 1.6363 0.097
H -3.0551 3.0368 3.1813 0.100
C 0.9009 4.4348 -0.7342 0.031
N 0.9074 4.1259 0.6708 -0.437
O 1.7675 3.3648 1.0897 0.047
O 0.0529 4.6127 1.3920 0.077
H 1.8803 4.2893 -1.1898 0.106
H 0.8410 5.5229 -0.7107 0.110
H 0.0773 3.9386 -1.2477 0.097
C 0.6319 -1.3934 -5.3361 0.047
N 0.9649 -1.0278 -3.9157 -0.373
O 0.5680 -1.7246 -2.9470 0.048
O 1.6588 0.0037 -3.7472 0.017
H 0.2178 -2.3931 -5.4674 0.104
H 1.5482 -1.2894 -5.9172 0.095
H 0.0236 -0.5760 -5.7233 0.093
C 1.5730 -2.6658 3.0650 0.043
N 1.8867 -3.4992 1.8822 -0.441
O 1.8112 -2.9213 0.8094 0.055
O 2.3858 -4.5758 2.1523 0.077
H 1.6629 -3.3031 3.9447 0.105
H 0.6088 -2.1747 2.9336 0.081
H 2.3061 -1.8690 2.9393 0.076
C -2.8018 1.9512 -2.3957 0.034
N -2.5410 0.5684 -2.8920 -0.406
O -3.1940 -0.3411 -2.4053 0.071
O -1.8984 0.4502 -3.9513 0.026
H -3.4069 2.4254 -3.1684 0.107
H -1.8443 2.4701 -2.3504 0.078
H -3.3213 1.9864 -1.4381 0.092
C 1.3546 0.6592 -0.5540 0.042
N 0.0506 0.6481 0.1292 -0.358
O -0.1743 -0.2443 0.9757 0.051
O -0.7775 1.5216 -0.1287 0.026
H 1.5951 -0.3388 -0.9205 0.092
H 2.1520 1.0076 0.1025 0.070
H 1.3241 1.4146 -1.3391 0.089
C 4.5064 0.6698 1.8666 0.055
N 3.7424 0.8561 3.1394 -0.418
O 2.5716 0.4722 3.1838 0.035
O 4.3597 1.3953 4.0623 0.062
H 4.2041 -0.3222 1.5309 0.096
H 5.5398 0.7597 2.2012 0.102
H 4.1229 1.4128 1.1673 0.088
```